1.
C45H36N4O3P2RuS as an isolated structure, computed with the ωB97M-V functional and the def2-TZVPD basis.

The geometry in ORCA input format:
```
! wB97M-V def2-TZVPD RIJCOSX def2/J DEFGRID3
* xyz 2 1
Ru 0.598 -0.159 -0.468
O 0.459 -1.103 4.037
C -0.860 -1.315 4.068
C -1.411 -1.690 5.294
C -2.760 -1.937 5.397
C -3.604 -1.818 4.283
C -3.075 -1.458 3.072
C -1.693 -1.196 2.930
C -1.162 -0.843 1.643
O 0.074 -0.495 1.511
N -2.008 -0.881 0.579
N -1.371 -0.631 -0.555
C -2.132 -0.614 -1.648
C -1.649 -0.453 -2.947
C -2.613 -0.491 -4.005
C -2.236 -0.432 -5.306
C -0.858 -0.350 -5.630
C 0.101 -0.299 -4.659
C -0.255 -0.316 -3.290
O 0.714 -0.227 -2.425
H 0.707 -0.870 3.126
H -0.748 -1.784 6.143
H -3.173 -2.235 6.352
H -4.663 -2.013 4.378
H -3.709 -1.363 2.203
H -3.194 -0.773 -1.490
H -3.659 -0.574 -3.740
H -2.974 -0.458 -6.094
H -0.563 -0.329 -6.671
H 1.152 -0.230 -4.904
N 1.896 2.004 1.228
P 0.240 2.328 0.717
C 0.300 4.122 0.496
C 1.143 4.908 1.277
C 1.147 6.281 1.105
C 0.316 6.871 0.158
C -0.538 6.090 -0.605
C -0.544 4.712 -0.439
C -0.786 2.136 2.194
C -0.287 2.121 3.492
C -1.159 2.041 4.567
C -2.530 1.987 4.352
C -3.032 2.012 3.059
C -2.163 2.080 1.981
P 2.533 1.134 -0.104
C 2.744 2.448 -1.332
C 3.139 3.719 -0.916
C 3.361 4.718 -1.849
C 3.201 4.453 -3.202
C 2.839 3.181 -3.622
C 2.618 2.177 -2.692
C 4.213 0.608 0.240
C 5.047 1.340 1.082
C 6.373 0.963 1.226
C 6.863 -0.134 0.530
C 6.034 -0.859 -0.316
C 4.707 -0.489 -0.463
H 1.963 1.547 2.132
H 1.790 4.453 2.016
H 1.802 6.895 1.708
H 0.337 7.943 0.018
H -1.193 6.550 -1.333
H -1.200 4.100 -1.048
H 0.777 2.193 3.687
H -0.768 2.035 5.576
H -3.206 1.934 5.194
H -4.100 1.976 2.889
H -2.561 2.103 0.971
H 3.276 3.929 0.136
H 3.663 5.703 -1.518
H 3.368 5.236 -3.929
H 2.731 2.970 -4.678
H 2.357 1.183 -3.026
H 4.667 2.202 1.617
H 7.028 1.532 1.871
H 7.900 -0.422 0.643
H 6.423 -1.709 -0.860
H 4.059 -1.045 -1.132
S 1.851 -4.463 -0.950
C 1.138 -2.947 -1.193
N 1.432 -2.019 -0.316
C 2.293 -2.515 0.672
C 2.809 -1.835 1.777
C 3.643 -2.508 2.638
C 3.971 -3.855 2.426
C 3.470 -4.542 1.345
C 2.628 -3.856 0.469
H 0.485 -2.766 -2.033
H 2.568 -0.796 1.944
H 4.052 -1.992 3.496
H 4.623 -4.361 3.124
H 3.718 -5.581 1.179
*
```

Calculated values
E_LUMO (spin up / spin down) (eV): -8.44 / -8.44
Energy relative to the best compared isomer or geometry (same formula, charge and spin) (kcal/mol): 37.6
E_tot (eV): -91334.7358

---

2.
C45H37F6N5O6PReS4Si as an isolated structure, computed with the ωB97M-V functional and the def2-TZVPD basis.

The geometry in ORCA input format:
```
! wB97M-V def2-TZVPD RIJCOSX def2/J DEFGRID3
* xyz 0 3
Re 0.496 -0.355 0.156
C 2.141 -4.494 -1.759
O 2.056 -3.219 -1.089
C 3.068 -2.399 -1.172
S 4.450 -2.543 -1.985
S 2.747 -0.906 -0.136
H 1.184 -4.974 -1.582
H 2.960 -5.073 -1.334
H 2.306 -4.343 -2.823
F 1.467 0.296 2.416
P 1.751 0.614 4.056
F 2.024 0.918 5.590
F 2.223 2.081 3.614
F 1.249 -0.880 4.381
F 3.251 0.059 3.836
F 0.225 1.126 4.160
C -4.772 -0.006 -2.884
C -3.943 -0.414 -3.923
C -2.575 -0.529 -3.717
C -2.002 -0.238 -2.474
C -2.855 0.172 -1.443
C -4.226 0.290 -1.644
Si -0.138 -0.415 -2.191
C 0.246 -2.033 -3.159
C -0.662 -3.097 -3.126
C -0.499 -4.226 -3.919
C 0.595 -4.327 -4.769
C 1.522 -3.294 -4.808
C 1.344 -2.162 -4.017
C 0.698 0.916 -3.264
C 2.084 1.107 -3.238
C 2.711 2.030 -4.061
C 1.954 2.800 -4.934
C 0.578 2.634 -4.978
C -0.041 1.701 -4.153
H -5.841 0.076 -3.042
H -4.365 -0.645 -4.895
H -1.940 -0.851 -4.539
H -2.443 0.388 -0.465
H -4.868 0.610 -0.830
H -1.539 -3.025 -2.489
H -1.236 -5.022 -3.894
H 0.718 -5.198 -5.401
H 2.382 -3.356 -5.466
H 2.063 -1.356 -4.098
H 2.691 0.531 -2.551
H 3.787 2.158 -4.012
H 2.436 3.534 -5.569
H -0.018 3.234 -5.657
H -1.119 1.586 -4.197
O 2.119 2.119 -0.428
C 1.114 1.673 0.055
O -1.115 0.733 1.291
C -0.783 1.915 1.508
N -1.380 2.799 2.299
C -0.718 4.107 2.313
C 0.409 3.860 1.265
O 1.184 4.652 0.831
N 0.264 2.516 0.854
C -1.670 5.180 1.757
C -2.020 6.306 2.488
C -2.868 7.262 1.937
C -3.364 7.100 0.654
C -3.024 5.969 -0.078
C -2.184 5.016 0.471
C -0.149 4.462 3.684
C 0.897 5.373 3.795
C 1.408 5.700 5.042
C 0.874 5.129 6.190
C -0.183 4.241 6.082
C -0.694 3.913 4.835
H -2.031 2.500 3.005
H -1.633 6.442 3.490
H -3.132 8.138 2.516
H -4.015 7.850 0.222
H -3.406 5.833 -1.082
H -1.926 4.135 -0.110
H 1.322 5.821 2.907
H 2.235 6.396 5.112
H 1.288 5.368 7.162
H -0.606 3.787 6.969
H -1.508 3.199 4.788
N -0.916 -8.132 -0.719
C -0.938 -6.891 -0.121
C -0.225 -6.663 1.065
C -0.197 -5.409 1.637
C -0.873 -4.356 1.025
C -1.596 -4.569 -0.142
C -1.632 -5.828 -0.708
S -0.772 -2.735 1.689
O -1.473 -1.856 0.766
O -1.101 -2.734 3.075
N 0.759 -2.291 1.368
C 1.945 -2.468 1.901
S 2.493 -3.479 3.179
C 4.141 -2.977 2.926
C 4.233 -2.103 1.924
N 3.000 -1.841 1.332
H -0.612 -8.917 -0.171
H -1.611 -8.337 -1.414
H 0.301 -7.485 1.540
H 0.335 -5.251 2.567
H -2.123 -3.737 -0.592
H -2.202 -5.996 -1.617
H 4.924 -3.329 3.578
H 5.110 -1.587 1.562
*
```

Calculated values
E_LUMO (spin up / spin down) (eV): -0.90 / -1.01
Energy relative to the best compared isomer or geometry (same formula, charge and spin) (kcal/mol): 82.3
E_tot (eV): -145949.9068
<S²>: 2.025

---

3.
C45H39BN11OP2S3Sn as an isolated structure, computed with the ωB97M-V functional and the def2-TZVPD basis.

The geometry in ORCA input format:
```
! wB97M-V def2-TZVPD RIJCOSX def2/J DEFGRID3
* xyz -2 2
Sn 1.165 0.348 -1.051
S 0.205 -2.472 0.369
P -1.426 -1.798 1.280
C -2.008 -0.272 0.696
P -3.293 -0.221 -0.477
S -3.143 -1.191 -2.187
C -4.840 -0.665 0.420
C -5.709 -1.641 -0.046
C -6.793 -2.039 0.729
C -7.011 -1.469 1.976
C -6.150 -0.482 2.445
C -5.070 -0.084 1.670
C -3.615 1.562 -0.773
C -4.480 1.941 -1.800
C -4.723 3.283 -2.052
C -4.113 4.259 -1.270
C -3.257 3.887 -0.245
C -3.000 2.541 -0.003
C -1.006 -1.517 3.041
C -1.014 -0.234 3.576
C -0.548 -0.010 4.870
C -0.078 -1.067 5.633
C -0.069 -2.355 5.103
C -0.522 -2.576 3.812
C -2.626 -3.195 1.345
C -2.802 -3.933 0.170
C -3.682 -5.004 0.138
C -4.398 -5.353 1.279
C -4.237 -4.619 2.444
C -3.360 -3.538 2.475
H -5.514 -2.084 -1.017
H -7.463 -2.812 0.367
H -7.841 -1.800 2.590
H -6.317 -0.034 3.419
H -4.391 0.683 2.031
H -4.945 1.169 -2.403
H -5.374 3.574 -2.870
H -4.294 5.310 -1.473
H -2.771 4.644 0.361
H -2.291 2.240 0.761
H -1.356 0.589 2.960
H -0.535 0.998 5.267
H 0.296 -0.890 6.636
H 0.311 -3.182 5.693
H -0.485 -3.569 3.378
H -2.223 -3.665 -0.706
H -3.809 -5.569 -0.779
H -5.085 -6.193 1.257
H -4.796 -4.887 3.334
H -3.240 -2.969 3.390
C 4.246 3.130 -2.828
C 3.321 2.790 -1.827
N 3.337 1.487 -1.587
N 4.268 0.956 -2.423
C 4.814 1.927 -3.186
B 4.615 -0.566 -2.470
N 3.667 -1.275 -3.460
C 3.825 -1.928 -4.638
C 2.576 -2.332 -5.059
C 1.696 -1.867 -4.063
N 2.363 -1.239 -3.112
N 4.447 -1.161 -1.047
C 5.340 -1.902 -0.346
C 4.810 -2.138 0.904
C 3.563 -1.484 0.884
N 3.354 -0.920 -0.292
N 6.129 -0.660 -2.821
C 7.065 0.032 -2.127
C 8.298 -0.274 -2.648
C 8.008 -1.181 -3.687
N 6.708 -1.410 -3.786
H 4.443 4.102 -3.250
H 2.624 3.419 -1.292
H 5.566 1.699 -3.928
H 4.800 -2.064 -5.070
H 2.338 -2.869 -5.964
H 0.619 -1.945 -3.993
H 6.279 -2.212 -0.779
H 5.260 -2.697 1.708
H 2.807 -1.392 1.653
H 6.778 0.680 -1.311
H 9.258 0.103 -2.334
H 8.691 -1.674 -4.365
N -1.580 3.168 -3.873
C -0.609 2.748 -2.967
S 0.646 1.735 -3.593
N -0.765 3.221 -1.769
N 0.094 2.744 -0.799
C 0.109 3.497 0.236
C 0.730 3.254 1.530
C 0.567 4.258 2.495
C 1.053 4.149 3.784
C 1.736 2.977 4.136
C 1.919 1.970 3.215
C 1.430 2.058 1.877
O 1.606 1.073 1.075
H -1.676 2.531 -4.644
H -2.451 3.418 -3.425
H -0.461 4.425 0.158
H 0.021 5.152 2.206
H 0.900 4.943 4.505
H 2.113 2.856 5.148
H 2.428 1.051 3.482
*
```

Calculated values
E_LUMO (spin up / spin down) (eV): 4.15 / 3.93
E_tot (eV): -123333.1827
<S²>: 0.755

---

4.
C45H39F15GeN3O16P2S4SbSr as an isolated structure, computed with the ωB97M-V functional and the def2-TZVPD basis.

The geometry in ORCA input format:
```
! wB97M-V def2-TZVPD RIJCOSX def2/J DEFGRID3
* xyz -2 1
Sr -1.059 1.514 -0.348
N -3.378 5.309 0.659
C -1.955 5.552 0.160
C -1.717 7.055 0.161
P -1.013 4.688 1.509
O 0.532 4.868 1.123
O -1.386 5.478 2.711
O -1.417 3.243 1.393
P -2.076 4.910 -1.581
O -0.883 5.730 -2.303
O -3.424 5.399 -1.997
O -1.735 3.453 -1.663
H -3.509 5.819 1.533
H -3.481 4.306 0.860
H -4.005 5.571 -0.121
H -1.834 7.448 1.173
H -2.394 7.563 -0.530
H -0.695 7.246 -0.164
H 0.968 4.019 0.955
H -0.335 5.105 -2.793
F 4.103 2.201 -8.460
C 3.594 2.175 -7.202
C 4.268 1.468 -6.230
C 3.744 1.446 -4.946
C 2.569 2.123 -4.641
C 1.906 2.807 -5.659
C 2.417 2.846 -6.951
Sb 1.706 2.097 -2.690
C 2.926 3.666 -1.879
C 3.512 3.602 -0.616
C 4.170 4.699 -0.072
C 4.231 5.860 -0.810
F 4.874 6.936 -0.293
C 3.667 5.970 -2.063
C 3.017 4.863 -2.590
C 2.715 0.410 -1.880
C 4.018 0.418 -1.387
C 4.565 -0.714 -0.803
C 3.793 -1.857 -0.736
F 4.325 -2.961 -0.167
C 2.502 -1.911 -1.220
C 1.966 -0.764 -1.786
H 5.174 0.934 -6.486
H 4.253 0.874 -4.179
H 0.958 3.294 -5.463
H 1.907 3.363 -7.753
H 3.461 2.696 -0.028
H 4.617 4.654 0.911
H 3.736 6.905 -2.604
H 2.582 4.945 -3.579
H 4.612 1.324 -1.427
H 5.565 -0.716 -0.384
H 1.925 -2.821 -1.130
H 0.951 -0.800 -2.165
F 1.473 0.695 4.433
C 0.892 1.279 3.381
F -0.337 0.802 3.247
F 0.837 2.589 3.597
S 1.897 0.914 1.870
O 1.231 1.681 0.817
O 1.921 -0.506 1.737
N 3.254 1.626 2.161
S 4.456 1.001 2.981
O 4.713 -0.385 2.723
O 4.526 1.485 4.329
C 5.812 1.900 2.118
F 5.808 1.677 0.798
F 5.733 3.218 2.324
F 6.985 1.476 2.606
F -2.925 1.227 -5.833
C -2.470 1.454 -4.602
F -3.493 1.796 -3.827
F -1.609 2.475 -4.653
S -1.646 -0.067 -3.916
O -1.571 0.223 -2.505
O -2.445 -1.172 -4.356
N -0.167 0.001 -4.445
S 0.319 -0.587 -5.838
O -0.640 -0.481 -6.898
O 1.666 -0.146 -6.046
C 0.499 -2.420 -5.540
F -0.621 -3.077 -5.825
F 0.838 -2.679 -4.276
F 1.467 -2.896 -6.336
O -3.286 0.564 0.619
C -2.656 -0.441 1.017
O -1.422 -0.637 0.802
C -3.367 -1.503 1.845
C -3.050 -2.915 1.340
Ge -2.814 -4.243 2.735
C -2.165 -5.919 1.962
C -2.890 -6.561 0.957
C -2.441 -7.747 0.396
C -1.253 -8.316 0.836
C -0.521 -7.693 1.835
C -0.974 -6.503 2.392
C -1.474 -3.594 3.993
C -0.276 -3.086 3.486
C 0.718 -2.618 4.333
C 0.524 -2.643 5.706
C -0.667 -3.126 6.227
C -1.658 -3.596 5.375
C -4.481 -4.676 3.665
C -4.512 -5.663 4.654
C -5.694 -5.990 5.303
C -6.873 -5.338 4.968
C -6.863 -4.364 3.982
C -5.675 -4.038 3.339
H -4.438 -1.302 1.852
H -2.997 -1.365 2.868
H -2.077 -2.886 0.841
H -3.773 -3.241 0.591
H -3.819 -6.128 0.600
H -3.013 -8.225 -0.390
H -0.897 -9.238 0.395
H 0.411 -8.128 2.176
H -0.389 -6.018 3.165
H -0.117 -3.013 2.415
H 1.631 -2.214 3.916
H 1.294 -2.263 6.366
H -0.831 -3.124 7.298
H -2.590 -3.953 5.798
H -3.602 -6.193 4.914
H -5.698 -6.757 6.069
H -7.797 -5.592 5.473
H -7.780 -3.852 3.715
H -5.679 -3.266 2.576
*
```

Calculated values
E_LUMO (eV): 3.51
Energy relative to the best compared isomer or geometry (same formula, charge and spin) (kcal/mol): 0.0
E_tot (eV): -251112.8541